Record 1
132
Properties=species:S:1:pos:R:3:forces:R:3 method="wB97M-V/def2-TZVPD" energy_ev=-97661.037 total_charge=+1 homo_energy_ha=-0.3700 multiplicity=1 lumo_energy_ev=-2.37 homo_lumo_gap_ha=0.2829
O -4.158 -2.741 -3.396 -0.687 0.500 -0.698
C -5.314 -3.440 -3.737 1.197 -1.385 1.328
C -5.117 -4.884 -3.293 -1.272 -0.815 -2.018
N -6.144 -5.558 -4.191 -0.193 0.348 2.083
C -6.471 -4.690 -5.157 0.900 0.284 0.002
N -7.505 -4.887 -5.934 -0.069 0.205 -0.064
C -8.312 -6.064 -5.715 -0.237 0.727 -0.328
C -9.523 -6.012 -5.054 0.454 0.036 -0.133
C -10.129 -7.233 -4.881 -0.660 0.483 0.422
C -9.538 -8.378 -5.358 -0.227 -1.185 -0.064
N -8.396 -8.445 -6.035 -0.194 0.993 0.344
C -7.824 -7.252 -6.186 1.041 -0.887 -0.769
N -5.573 -3.649 -5.178 -0.983 0.647 -0.022
H -4.370 -2.194 -2.634 0.163 0.266 -0.007
H -6.249 -3.076 -3.300 0.220 0.620 0.257
H -4.193 -5.301 -3.666 0.676 0.332 0.610
H -5.362 -5.118 -2.269 0.358 0.058 0.276
H -6.911 -5.850 -3.594 -0.286 -0.716 -0.716
H -7.715 -4.216 -6.661 -0.153 -0.039 -0.099
H -9.927 -5.077 -4.703 -0.174 0.100 0.114
H -11.072 -7.300 -4.366 -0.171 -0.059 0.083
H -10.041 -9.318 -5.177 -0.002 -0.143 -0.067
H -6.883 -7.229 -6.724 0.065 -0.088 -0.045
H -5.937 -2.794 -5.590 0.184 -0.129 -0.552
F -3.426 -6.446 -0.798 -0.109 0.032 -0.037
C -2.160 -6.686 -1.226 0.281 -0.053 -0.087
C -1.180 -5.752 -0.965 -0.092 0.243 0.125
C 0.113 -6.000 -1.397 -0.082 -0.333 -0.246
C 0.403 -7.170 -2.089 -0.017 -0.012 -0.012
C -0.601 -8.094 -2.345 0.059 0.106 0.041
C -1.896 -7.856 -1.907 -0.202 -0.128 -0.058
H -1.428 -4.844 -0.429 0.011 -0.030 0.036
H 0.890 -5.286 -1.197 0.073 0.070 0.003
H 1.413 -7.360 -2.427 0.000 -0.006 0.002
H -0.376 -9.003 -2.886 -0.016 -0.020 0.016
H -2.691 -8.567 -2.087 -0.001 0.009 0.023
F 1.096 -3.870 0.381 -0.168 0.180 0.051
C 0.860 -2.602 0.800 -0.159 0.500 0.190
C 0.440 -1.660 -0.119 -0.024 -0.165 -0.304
C 0.196 -0.364 0.311 0.025 -0.047 0.110
C 0.381 -0.024 1.644 -0.066 -0.034 -0.081
C 0.806 -0.984 2.551 -0.013 0.023 -0.125
C 1.045 -2.284 2.131 0.006 -0.261 0.071
H 0.309 -1.943 -1.156 0.021 -0.016 0.011
H -0.137 0.382 -0.398 0.016 -0.005 -0.025
H 0.189 0.986 1.970 -0.086 0.005 0.031
H 0.954 -0.720 3.589 -0.012 -0.009 0.025
H 1.371 -3.042 2.828 0.004 -0.002 0.001
F -8.660 -3.059 -9.099 0.031 -0.061 0.098
C -7.826 -1.992 -9.075 0.214 0.279 0.025
C -7.889 -1.120 -8.005 -0.149 -0.174 0.288
C -7.028 -0.031 -7.970 0.092 -0.050 -0.087
C -6.127 0.175 -9.005 0.052 0.045 0.004
C -6.083 -0.711 -10.073 -0.055 0.032 0.123
C -6.934 -1.807 -10.110 -0.011 -0.195 -0.196
H -8.607 -1.291 -7.211 -0.056 0.027 -0.050
H -7.064 0.657 -7.136 -0.043 0.014 -0.005
H -5.461 1.026 -8.980 -0.004 0.004 -0.010
H -5.384 -0.549 -10.882 0.003 -0.021 -0.013
H -6.908 -2.511 -10.931 -0.035 0.008 -0.001
F 0.255 1.355 4.704 -0.021 -0.022 -0.011
C 1.064 2.439 4.635 0.166 0.225 -0.008
C 1.035 3.360 5.663 -0.134 -0.027 0.169
C 1.867 4.467 5.594 0.012 -0.050 -0.133
C 2.705 4.644 4.502 -0.074 -0.045 -0.146
C 2.715 3.708 3.478 -0.075 0.038 0.108
C 1.892 2.591 3.542 0.041 -0.032 -0.058
H 0.369 3.207 6.502 0.006 -0.031 -0.012
H 1.862 5.193 6.394 0.001 0.001 0.020
H 3.348 5.507 4.447 0.023 0.032 -0.015
H 3.366 3.847 2.625 0.026 -0.023 0.005
H 1.898 1.851 2.758 0.057 -0.048 0.000
F -9.049 -2.132 -3.713 0.037 -0.078 -0.053
C -9.698 -2.339 -2.536 -0.165 -0.067 0.431
C -9.059 -3.053 -1.542 0.337 -0.037 -0.218
C -9.696 -3.253 -0.327 -0.128 -0.009 -0.055
C -10.977 -2.759 -0.132 -0.059 0.021 0.019
C -11.611 -2.052 -1.147 0.143 -0.062 0.085
C -10.966 -1.829 -2.355 -0.087 0.139 -0.302
H -8.060 -3.431 -1.726 0.004 -0.004 0.077
H -9.196 -3.797 0.463 0.015 -0.009 -0.011
H -11.480 -2.920 0.811 -0.005 0.007 0.000
H -12.609 -1.664 -0.994 -0.004 0.021 -0.016
H -11.436 -1.259 -3.146 0.001 -0.024 -0.009
F 4.419 5.860 6.498 0.076 0.082 0.188
C 5.225 6.940 6.420 0.166 0.168 -0.013
C 5.214 7.867 7.442 -0.137 -0.025 0.187
C 6.049 8.971 7.350 0.055 -0.038 -0.142
C 6.872 9.135 6.243 0.003 0.022 0.044
C 6.866 8.192 5.225 -0.183 -0.074 0.170
C 6.038 7.082 5.315 -0.040 -0.075 -0.125
H 4.560 7.724 8.292 0.009 -0.027 -0.008
H 6.057 9.705 8.144 -0.022 0.000 0.010
H 7.516 9.999 6.174 0.004 0.043 -0.029
H 7.499 8.320 4.361 0.027 -0.001 -0.032
H 6.015 6.332 4.538 -0.103 -0.018 -0.003
F 8.994 9.950 3.954 0.106 0.103 0.013
C 9.675 11.095 4.187 0.133 0.191 -0.001
C 10.041 11.881 3.114 -0.063 -0.046 -0.210
C 10.735 13.057 3.350 0.002 -0.025 0.126
C 11.062 13.426 4.648 0.035 0.060 0.004
C 10.690 12.618 5.713 -0.002 0.029 -0.114
C 9.987 11.444 5.486 -0.070 -0.146 0.133
H 9.782 11.572 2.109 -0.020 -0.017 0.018
H 11.023 13.687 2.519 0.002 -0.014 -0.021
H 11.607 14.343 4.828 0.000 -0.001 0.005
H 10.948 12.901 6.724 -0.018 -0.010 0.016
H 9.685 10.804 6.304 0.028 -0.038 -0.008
F 6.114 4.634 2.761 -0.023 0.015 -0.006
C 7.400 4.216 2.807 0.241 -0.082 0.013
C 7.753 3.065 2.133 -0.153 -0.117 -0.117
C 9.074 2.643 2.178 0.034 0.104 0.083
C 10.014 3.367 2.898 0.057 -0.032 -0.001
C 9.635 4.520 3.572 -0.022 -0.119 -0.085
C 8.319 4.953 3.525 -0.013 0.123 0.031
H 7.003 2.512 1.584 -0.012 0.025 0.006
H 9.369 1.746 1.650 -0.020 -0.016 -0.002
H 11.042 3.033 2.933 0.000 0.002 0.002
H 10.365 5.084 4.137 -0.010 0.028 -0.001
H 8.010 5.852 4.036 0.028 0.014 0.034
F 3.559 -3.515 3.793 -0.020 0.009 0.027
C 4.317 -4.222 2.928 0.209 -0.173 -0.192
C 5.495 -4.782 3.377 0.063 0.017 0.210
C 6.271 -5.512 2.489 -0.085 0.029 -0.096
C 5.865 -5.664 1.170 0.042 -0.042 -0.049
C 4.679 -5.088 0.738 0.098 -0.039 0.114
C 3.892 -4.364 1.622 -0.071 0.109 0.021
H 5.796 -4.646 4.407 -0.029 0.006 0.000
H 7.193 -5.963 2.827 0.009 0.013 0.021
H 6.476 -6.231 0.479 0.000 0.001 0.001
H 4.363 -5.202 -0.291 -0.026 0.005 0.000
H 2.964 -3.918 1.305 0.158 -0.047 0.040

=====

Record 2
16
Properties=species:S:1:pos:R:3:forces:R:3 method="wB97M-V/def2-TZVPD" energy_ev=-4341.172 homo_energy_ha=-0.4004 multiplicity=1 lumo_energy_ev=1.07 smiles=CC.CC de_lowest_kj_mol=130.9 homo_lumo_gap_ha=0.4397
C 2.801 0.380 0.206 2.124 -0.144 0.233
C 1.779 1.446 -0.115 -0.890 0.657 -0.611
H 2.781 0.249 1.308 0.370 -0.578 -0.700
H 2.612 -0.559 -0.372 0.111 0.606 0.890
H 3.919 0.686 -0.080 -2.493 -0.461 0.595
H 2.300 2.438 -0.337 -1.499 -1.246 0.112
H 0.864 1.499 0.516 1.407 0.680 1.364
H 1.074 1.039 -0.835 0.866 0.495 -1.887
C -2.639 -1.589 0.092 1.830 1.142 3.352
C -1.890 -0.202 -0.200 -1.234 -2.205 1.544
H -3.227 -1.464 1.075 0.812 -0.373 -1.490
H -3.289 -1.793 -0.670 -1.927 -0.387 -1.952
H -2.007 -2.489 0.199 0.053 0.583 0.016
H -2.718 0.473 0.054 0.805 0.605 -0.549
H -1.023 -0.067 0.471 -0.509 0.062 -0.346
H -1.592 -0.227 -1.227 0.173 0.564 -0.571